{"formula": "C22H34As2O8S4Sc", "method": "ωB97M-V with the def2-TZVPD basis set", "symbols": ["Sc", "C", "C", "S", "C", "C", "S", "C", "C", "S", "C", "C", "S", "H", "H", "H", "H", "H", "H", "H", "H", "H", "H", "H", "H", "H", "H", "H", "H", "C", "O", "C", "O", "C", "C", "As", "C", "C", "C", "As", "C", "C", "O", "O", "C", "C", "O", "O", "C", "C", "O", "O", "C", "H", "H", "H", "H", "H", "H", "H", "H", "H", "H", "H", "H", "H", "H", "H", "H", "H", "H"], "xyz": [[0.499, -1.062, 0.991], [0.672, 0.276, 4.495], [1.787, -0.752, 4.584], [2.588, -1.253, 3.000], [3.889, 0.014, 2.702], [3.452, 1.448, 2.402], [1.733, 1.612, 1.801], [1.697, 2.149, 0.047], [0.241, 2.429, -0.315], [-0.984, 1.204, 0.312], [-1.417, 1.995, 1.943], [-1.785, 1.053, 3.073], [-0.695, -0.379, 3.421], [1.003, 1.233, 4.095], [0.260, 0.423, 5.494], [1.403, -1.698, 4.976], [2.584, -0.406, 5.244], [4.472, -0.405, 1.880], [4.514, 0.016, 3.595], [4.114, 1.915, 1.675], [3.466, 2.046, 3.314], [2.136, 1.370, -0.583], [2.277, 3.069, -0.047], [0.125, 2.422, -1.399], [-0.084, 3.399, 0.060], [-2.282, 2.623, 1.725], [-0.572, 2.625, 2.213], [-2.751, 0.581, 2.885], [-1.859, 1.628, 3.997], [-3.295, -3.598, -0.032], [-2.089, -3.285, -0.756], [-1.114, -2.704, -0.145], [-1.136, -2.358, 1.065], [0.098, -2.286, -0.885], [0.472, -2.914, -2.012], [-0.160, -4.469, -3.165], [-1.111, -5.744, -2.003], [-1.692, -3.600, -4.027], [-2.198, -2.379, -3.849], [-1.739, -0.817, -2.710], [-0.434, 0.110, -3.841], [-3.324, -1.614, -4.383], [-3.262, -0.439, -3.847], [-4.320, -1.820, -5.145], [-4.717, -2.986, -5.867], [-2.317, -4.670, -4.876], [-3.190, -5.307, -4.345], [-1.869, -4.898, -6.084], [-0.816, -4.122, -6.652], [1.658, -2.480, -2.802], [1.523, -2.264, -3.984], [2.781, -2.427, -2.118], [3.999, -2.384, -2.888], [-4.062, -2.874, -0.309], [-3.117, -3.563, 1.041], [-3.607, -4.598, -0.326], [-0.628, -5.769, -1.027], [-0.984, -6.727, -2.464], [-2.175, -5.549, -1.913], [-0.281, -0.381, -4.801], [0.524, 0.165, -3.325], [-0.806, 1.120, -4.017], [-3.971, -3.271, -6.611], [-5.637, -2.688, -6.373], [-4.920, -3.822, -5.193], [-0.694, -4.501, -7.666], [0.124, -4.251, -6.102], [-1.075, -3.060, -6.692], [4.727, -1.805, -2.329], [3.818, -1.943, -3.868], [4.357, -3.407, -3.010]], "forces_ev_per_angstrom": [[0.152, 1.193, 1.182], [-0.412, -0.060, -0.321], [-0.069, -0.227, -0.481], [-0.077, 0.073, -0.101], [-0.332, -0.260, -0.088], [-0.411, 0.142, -0.198], [-0.077, -0.512, -0.588], [0.359, -0.050, 0.371], [-0.047, -0.211, -0.006], [0.152, -0.178, 0.453], [0.168, 0.001, -0.264], [0.087, -0.436, -0.099], [0.515, 0.173, -0.003], [-0.039, -0.038, 0.164], [-0.057, 0.026, -0.068], [0.092, 0.085, 0.077], [-0.035, -0.048, 0.000], [-0.028, -0.027, 0.071], [0.062, -0.151, -0.065], [0.075, 0.028, 0.075], [0.050, 0.022, -0.112], [-0.022, 0.174, -0.047], [-0.008, -0.101, -0.132], [-0.007, 0.095, 0.031], [-0.034, -0.032, -0.044], [0.060, 0.048, 0.032], [-0.117, 0.009, -0.024], [0.001, 0.057, 0.098], [-0.126, -0.044, -0.009], [-0.746, -0.171, 0.529], [0.390, 0.177, 0.257], [0.174, -0.215, -1.200], [0.139, 0.262, 0.459], [-0.208, -0.197, 0.383], [-0.088, -0.155, -0.048], [0.186, -0.088, 0.449], [-0.082, -0.011, -0.090], [-0.215, -0.045, -0.011], [0.759, -0.221, 0.288], [-0.120, 0.054, -0.649], [-0.110, -0.083, -0.016], [-0.582, 0.390, -0.174], [0.079, -0.233, -0.116], [0.475, 0.848, 0.592], [-0.467, -1.055, -0.601], [-0.560, 0.199, 0.418], [0.076, -0.094, -0.247], [-0.351, -0.443, -0.077], [0.653, 0.367, -0.336], [-0.032, 0.328, -0.359], [0.077, 0.024, 0.184], [-0.028, -0.021, 0.415], [0.499, -0.002, -0.493], [0.125, -0.040, -0.035], [-0.014, -0.029, -0.102], [0.117, 0.103, -0.075], [0.021, 0.051, 0.006], [0.058, 0.155, -0.009], [0.049, 0.071, -0.006], [-0.042, -0.067, 0.100], [-0.018, -0.006, 0.021], [-0.082, 0.031, 0.096], [0.034, 0.157, 0.118], [0.242, -0.064, 0.100], [0.090, 0.240, 0.005], [-0.010, 0.062, 0.144], [-0.232, -0.027, -0.091], [-0.048, -0.108, 0.014], [-0.088, 0.003, 0.046], [0.037, 0.014, 0.163], [-0.038, 0.089, 0.045]], "charge": 3, "max_force_ha_per_bohr": 0.0328, "de_lowest_kcal_mol": 26.9, "lumo_energy_ev": -9.50}

{"formula": "C22H34BrF7N6O5S", "method": "ωB97M-V with the def2-TZVPD basis set", "symbols": ["H", "N", "C", "C", "C", "C", "C", "N", "C", "Br", "C", "C", "C", "C", "N", "S", "O", "O", "C", "F", "F", "C", "F", "F", "C", "F", "F", "F", "H", "H", "H", "H", "H", "H", "H", "H", "H", "H", "H", "H", "C", "N", "C", "C", "O", "H", "H", "H", "H", "H", "H", "H", "C", "N", "C", "C", "O", "H", "H", "H", "H", "H", "H", "H", "C", "N", "C", "C", "O", "H", "H", "H", "H", "H", "H", "H"], "xyz": [[0.255, -3.941, 3.171], [-0.717, -3.682, 3.041], [-1.184, -3.101, 4.063], [-0.351, -2.905, 5.309], [-2.615, -2.671, 3.942], [-2.860, -1.392, 3.091], [-4.285, -1.551, 2.743], [-5.407, -1.648, 2.412], [-2.823, -0.127, 3.994], [-3.888, 1.350, 3.258], [-1.465, 0.314, 4.500], [-1.591, 1.604, 5.353], [-2.053, -1.419, 1.784], [-0.617, -1.233, 1.950], [0.492, -1.035, 2.222], [-2.467, -0.384, 0.340], [-3.851, -0.310, 0.008], [-1.673, -0.972, -0.705], [-1.800, 1.361, 0.507], [-1.196, 1.595, 1.670], [-2.839, 2.164, 0.358], [-0.800, 1.721, -0.614], [0.257, 0.918, -0.538], [-1.384, 1.602, -1.796], [-0.263, 3.207, -0.484], [-0.880, 3.922, 0.445], [-0.420, 3.823, -1.654], [1.036, 3.196, -0.219], [-0.997, -2.665, 6.149], [0.140, -3.832, 5.559], [0.334, -2.079, 5.183], [-3.133, -3.470, 3.432], [-3.089, -2.588, 4.911], [-3.386, -0.400, 4.871], [-0.758, 0.546, 3.720], [-1.018, -0.421, 5.155], [-1.525, 2.447, 4.683], [-2.530, 1.627, 5.883], [-0.749, 1.671, 6.027], [-2.140, -2.424, 1.378], [1.420, 3.805, -4.026], [2.173, 3.778, -5.268], [2.388, 4.794, -6.146], [1.778, 6.136, -5.816], [3.049, 4.613, -7.154], [2.075, 3.532, -3.196], [0.605, 3.081, -4.080], [1.006, 4.788, -3.839], [2.604, 2.911, -5.544], [2.036, 6.836, -6.603], [0.692, 6.060, -5.756], [2.168, 6.513, -4.870], [-1.494, -4.490, -2.545], [-0.828, -4.668, -1.267], [0.059, -3.835, -0.659], [0.414, -2.556, -1.374], [0.534, -4.125, 0.427], [-2.575, -4.484, -2.400], [-1.237, -5.315, -3.212], [-1.198, -3.558, -3.011], [-1.024, -5.502, -0.739], [1.123, -2.000, -0.769], [0.877, -2.773, -2.337], [-0.477, -1.941, -1.518], [4.199, 0.671, -0.583], [3.961, -0.649, -1.137], [3.826, -1.005, -2.442], [3.932, 0.087, -3.480], [3.625, -2.169, -2.744], [5.131, 0.669, -0.015], [3.383, 0.940, 0.091], [4.267, 1.417, -1.366], [3.878, -1.425, -0.499], [3.801, -0.355, -4.462], [3.156, 0.839, -3.328], [4.912, 0.563, -3.438]], "forces_ev_per_angstrom": [[0.216, -0.103, -0.276], [-0.423, -0.178, 0.057], [0.836, -0.599, -0.056], [-1.215, 0.202, 0.193], [0.469, -0.118, 0.031], [-1.346, 0.502, 0.615], [-3.251, -0.061, -1.571], [2.984, 0.020, 1.100], [0.519, -0.252, 0.055], [0.252, -0.136, -0.078], [-0.022, 1.466, 0.491], [0.390, -0.583, -0.705], [0.568, 0.322, 0.245], [1.866, 0.430, 0.966], [-1.357, -0.114, -0.710], [-0.808, -1.020, -2.306], [-0.282, 0.442, 1.252], [-0.105, 0.678, 0.945], [0.102, 0.345, -0.238], [0.187, -0.175, 0.512], [-0.595, 0.349, 0.028], [0.268, 0.156, 0.411], [0.394, -0.346, -0.055], [-0.324, -0.172, -0.480], [0.087, 0.132, -0.401], [-0.125, 0.023, 0.184], [-0.151, 0.113, -0.086], [0.232, -0.053, 0.265], [-0.040, 0.112, 0.241], [0.456, -0.143, -0.062], [0.440, 0.016, -0.091], [-0.021, -0.305, -0.186], [-0.182, 0.395, 0.222], [-0.405, -0.088, 0.215], [0.089, -0.264, -0.260], [-0.150, -0.605, -0.130], [-0.243, 0.419, -0.022], [-0.196, 0.134, 0.359], [0.088, 0.007, 0.342], [-0.250, -0.206, -0.429], [0.260, -0.381, -0.322], [-0.093, 0.192, 0.125], [0.088, -0.028, -0.126], [0.011, 0.012, -0.029], [-0.016, 0.040, 0.014], [-0.094, 0.074, 0.128], [-0.087, 0.072, 0.131], [0.006, 0.033, -0.021], [0.005, -0.046, -0.015], [0.046, -0.052, -0.050], [-0.002, 0.041, 0.100], [-0.099, 0.011, 0.042], [-0.013, -0.311, 0.280], [-0.054, 0.146, -0.062], [0.185, 0.250, -0.110], [0.044, -0.183, -0.382], [0.063, -0.089, 0.144], [-0.021, 0.070, -0.119], [-0.028, 0.074, -0.111], [0.037, 0.039, 0.039], [0.000, -0.044, 0.000], [0.040, -0.046, 0.093], [0.085, -0.021, -0.012], [0.784, -0.586, -0.328], [-0.081, -0.389, 0.195], [0.021, 0.217, -0.138], [-0.058, -0.253, 0.109], [0.011, -0.008, -0.043], [-0.006, 0.071, -0.128], [0.012, 0.140, -0.016], [0.023, 0.127, -0.009], [0.003, -0.003, -0.053], [-0.025, -0.017, 0.027], [-0.007, -0.092, 0.016], [0.050, 0.094, 0.034], [-0.044, 0.106, 0.011]], "charge": 0, "max_force_ha_per_bohr": 0.0702, "lumo_energy_ev": 0.21, "smiles": "[H]/N=C(\\C)C[C@@](C#N)([C@H](Br)CC)[C@H](C#N)S(=O)(=O)C(F)(F)C(F)(F)C(F)(F)F.CNC(C)=O.CNC(C)=O.CNC(C)=O"}

{"formula": "C22H34BrIO6", "method": "ωB97M-V with the def2-TZVPD basis set", "symbols": ["O", "C", "C", "C", "I", "C", "O", "C", "C", "Br", "H", "H", "C", "C", "C", "O", "C", "H", "H", "H", "H", "H", "H", "H", "H", "C", "C", "C", "O", "C", "H", "H", "H", "H", "H", "H", "H", "H", "C", "C", "C", "O", "C", "H", "H", "H", "H", "H", "H", "H", "H", "C", "C", "C", "O", "C", "H", "H", "H", "H", "H", "H", "H", "H"], "xyz": [[-3.521, 2.259, 3.510], [-2.813, 1.849, 2.630], [-1.641, 2.618, 2.110], [-0.586, 1.946, 1.641], [1.102, 2.877, 0.890], [-0.599, 0.440, 1.654], [0.399, -0.214, 1.787], [-1.953, -0.184, 1.536], [-3.002, 0.493, 2.001], [-4.746, -0.188, 1.940], [-1.674, 3.704, 2.149], [-2.042, -1.165, 1.070], [-1.579, 5.608, 6.053], [-0.460, 6.637, 5.908], [0.632, 5.804, 5.252], [-0.033, 4.834, 4.443], [-1.428, 4.807, 4.767], [-2.569, 6.049, 6.156], [-1.396, 4.971, 6.921], [-0.771, 7.445, 5.243], [-0.142, 7.075, 6.853], [1.239, 5.288, 6.004], [1.297, 6.390, 4.616], [-1.999, 5.270, 3.954], [-1.752, 3.770, 4.864], [-1.570, -4.767, -0.841], [-0.738, -3.715, -1.569], [-1.652, -2.500, -1.500], [-2.383, -2.624, -0.276], [-2.211, -3.941, 0.264], [-0.981, -5.599, -0.460], [-2.328, -5.174, -1.513], [0.192, -3.522, -1.029], [-0.490, -3.996, -2.592], [-2.358, -2.484, -2.336], [-1.111, -1.552, -1.487], [-1.562, -3.884, 1.145], [-3.186, -4.316, 0.577], [4.319, 5.763, -3.331], [4.715, 4.349, -2.909], [4.051, 4.245, -1.543], [2.876, 5.052, -1.604], [2.900, 5.858, -2.783], [4.364, 5.927, -4.407], [4.964, 6.498, -2.844], [4.286, 3.616, -3.596], [5.791, 4.188, -2.865], [4.705, 4.628, -0.752], [3.762, 3.223, -1.287], [2.171, 5.467, -3.501], [2.609, 6.874, -2.515], [-0.086, -9.225, -3.690], [0.756, -8.158, -4.387], [-0.163, -6.946, -4.308], [-0.913, -7.094, -3.102], [-0.746, -8.414, -2.582], [0.497, -10.061, -3.307], [-0.841, -9.618, -4.374], [1.675, -7.976, -3.827], [1.025, -8.413, -5.411], [-0.851, -6.914, -5.158], [0.379, -5.999, -4.267], [-0.109, -8.372, -1.691], [-1.723, -8.799, -2.289]], "forces_ev_per_angstrom": [[-0.291, 0.237, 0.000], [0.278, -0.187, -0.165], [0.245, -0.198, -0.218], [-0.217, 0.183, 0.080], [-0.014, 0.047, 0.028], [-0.456, 0.208, 0.079], [0.290, -0.207, -0.219], [-0.171, 0.261, 0.049], [0.310, -0.067, -0.125], [-0.038, 0.001, 0.106], [-0.003, -0.222, 0.182], [0.106, 0.085, 0.191], [-0.011, -0.020, 0.010], [-0.021, 0.018, -0.002], [0.069, -0.001, -0.040], [-0.132, -0.031, -0.020], [0.048, 0.012, 0.094], [0.001, 0.003, -0.001], [0.002, 0.000, -0.008], [-0.008, -0.005, -0.001], [-0.004, -0.007, 0.000], [0.000, -0.001, 0.002], [0.008, -0.009, 0.005], [0.004, -0.001, -0.009], [0.016, 0.040, -0.019], [-0.033, -0.004, 0.004], [0.032, -0.002, 0.007], [0.040, -0.006, -0.028], [-0.041, -0.075, -0.031], [0.020, -0.057, -0.003], [0.009, 0.005, -0.005], [0.005, -0.009, 0.006], [-0.008, 0.011, 0.006], [-0.016, -0.012, 0.003], [-0.005, -0.005, 0.005], [-0.007, 0.001, 0.009], [0.000, 0.016, -0.009], [-0.004, 0.017, -0.008], [0.000, -0.002, -0.004], [-0.021, 0.017, -0.017], [0.035, -0.047, 0.034], [-0.043, -0.023, 0.034], [0.010, 0.018, 0.001], [0.001, -0.009, 0.002], [-0.002, -0.002, 0.005], [-0.003, 0.001, 0.003], [-0.001, 0.016, 0.000], [0.023, -0.010, -0.009], [-0.003, 0.003, 0.007], [0.007, -0.004, -0.006], [-0.006, -0.005, -0.002], [-0.001, -0.004, -0.001], [0.005, 0.001, 0.000], [0.021, -0.012, 0.001], [-0.020, 0.052, 0.006], [-0.002, -0.015, -0.008], [0.006, 0.007, -0.003], [-0.002, 0.005, 0.001], [-0.003, 0.003, 0.003], [-0.007, -0.007, 0.003], [0.002, -0.005, -0.003], [-0.004, 0.000, -0.002], [0.004, -0.003, -0.002], [0.002, 0.003, 0.003]], "charge": 0, "max_force_ha_per_bohr": 0.0099, "lumo_energy_ev": -1.01, "smiles": "O=C1C=C(I)C(=O)C=C1Br.C1CCOC1.C1CCOC1.C1CCOC1.C1CCOC1"}